Molecular formula: C24H60ClN4O12
Method: DFT, the ωB97M-V functional and the def2-TZVPD basis

Each line ends with the Mulliken charge.
Atoms and positions in Å:
Cl  -7.93025  -1.02695  12.57565  1.78
O  -7.95795  -2.04160  13.52950  -0.73
O  -6.66727  -1.03502  11.96124  -0.70
O  -8.97774  -1.35360  11.66033  -0.73
O  -8.28450  0.26635  12.98802  -0.51
C  -9.04014  3.93511  13.09765  -0.38
O  -8.85053  4.42802  11.79547  -0.44
C  -8.23048  3.40954  10.94387  0.53
C  -8.55467  3.70647  9.46073  -1.31
N  -9.87183  3.31522  8.99026  -0.04
C  -9.91374  3.80422  7.60908  -0.47
C  -11.31392  3.66555  7.04006  -0.48
O  -11.43199  3.86361  5.66043  -0.39
C  -11.32074  5.21916  5.26815  -0.75
H  -9.91670  3.29050  13.16263  0.14
H  -9.14306  4.73000  13.83632  0.39
H  -8.29796  3.18522  13.37141  0.05
H  -8.74876  2.48074  11.18223  -0.03
H  -7.14960  3.32396  11.05553  -0.06
H  -7.81179  3.16893  8.87143  0.45
H  -8.28669  4.74213  9.25173  0.45
H  -10.54479  3.74449  9.60909  0.22
H  -9.22177  3.32281  6.91803  0.30
H  -9.60393  4.84754  7.66896  0.39
H  -11.87781  4.30863  7.71577  0.37
H  -11.72524  2.66109  7.13985  0.16
H  -11.92657  5.90424  5.86121  0.32
H  -11.77968  5.23955  4.27969  0.28
H  -10.29473  5.58002  5.34008  0.26
C  -17.44510  -8.68066  11.70088  -0.73
O  -16.90674  -7.27637  11.76802  -0.30
C  -17.77088  -6.20466  11.99885  -0.39
C  -17.11458  -4.94721  12.68406  -0.89
N  -15.77605  -4.29144  12.19562  -0.26
C  -14.68649  -5.24962  12.34165  -0.40
C  -13.38783  -4.66639  11.74728  -0.75
O  -12.91953  -3.65236  12.62539  0.13
C  -11.57996  -3.41728  12.56988  -0.56
H  -17.83338  -8.92374  12.68996  0.27
H  -16.62843  -9.35302  11.43805  0.22
H  -18.10831  -8.50142  10.85465  0.33
H  -18.54666  -6.55481  12.67977  0.37
H  -18.36637  -5.85746  11.15448  0.34
H  -17.18800  -5.33672  13.69944  0.37
H  -17.83207  -4.12668  12.68003  0.33
H  -15.99648  -4.00507  11.25248  0.22
H  -14.97038  -6.04829  11.65635  0.30
H  -14.73233  -5.60991  13.36937  0.37
H  -13.53199  -4.43179  10.69263  0.19
H  -12.82707  -5.60055  11.71565  0.36
H  -11.30124  -2.79794  13.42241  -0.18
H  -11.14507  -2.84987  11.74707  0.15
H  -10.93509  -4.28399  12.71494  0.45
C  -4.45907  0.17043  14.45804  -0.64
O  -4.06062  1.55064  14.13525  -0.43
C  -4.73604  2.19318  13.04109  -0.17
C  -4.26301  3.70575  12.76011  -0.95
N  -5.12558  4.78441  13.15518  -0.03
C  -4.39072  5.99106  13.26863  -1.04
C  -5.13230  7.37512  13.49208  -0.56
O  -5.75339  7.29370  14.77629  -0.30
C  -6.71603  8.26693  14.99158  -0.75
H  -3.77591  -0.17536  15.23381  0.28
H  -4.36667  -0.54921  13.64459  0.28
H  -5.46055  0.16770  14.88832  0.25
H  -5.82129  2.14009  13.12781  0.02
H  -4.44337  1.58004  12.18873  0.36
H  -4.01936  3.85696  11.70851  0.43
H  -3.32482  3.65013  13.31220  0.50
H  -5.36749  4.65360  14.12702  0.19
H  -3.70034  6.04775  12.42705  0.55
H  -3.55989  5.82979  13.95553  0.54
H  -5.90348  7.40923  12.72252  0.33
H  -4.41775  8.19571  13.42771  0.34
H  -7.38776  8.16905  14.13876  0.32
H  -6.31282  9.27847  15.03947  0.28
H  -6.89878  8.07630  16.04911  0.25
C  -12.49547  -1.60804  9.41280  -0.90
O  -12.70880  -0.98212  10.69337  -0.28
C  -11.88155  0.24592  10.73963  -0.84
C  -11.88322  1.06680  12.07131  0.06
N  -11.78370  0.02897  13.15188  0.26
C  -11.75977  0.58128  14.45452  -0.61
C  -11.80201  -0.57394  15.50680  -0.76
O  -12.63448  -1.61670  14.99818  -0.22
C  -12.47125  -2.87018  15.67696  -0.72
H  -12.86965  -0.96813  8.61367  0.41
H  -13.16562  -2.44848  9.23203  0.24
H  -11.47501  -1.95307  9.24628  0.31
H  -12.30936  0.88294  9.96550  0.54
H  -10.89480  0.18282  10.28088  0.42
H  -12.90087  1.42000  11.90485  0.46
H  -11.04928  1.76489  11.99848  -0.47
H  -10.91947  -0.46155  12.97135  -0.29
H  -12.55431  1.28754  14.69531  0.58
H  -10.84389  1.14171  14.64209  0.20
H  -12.19846  -0.20051  16.45099  0.48
H  -10.78404  -0.88408  15.74266  0.30
H  -13.04279  -3.62255  15.13347  -0.01
H  -12.87023  -2.81658  16.68990  0.35
H  -11.42261  -3.14892  15.57329  0.41

Cartesian forces (eV/Å) of the 2 atoms listed first:
Cl -2.1 -1.0 -2.8
O 0.3 -1.4 3.5

## Properties
ΔE to the lowest compared entry with this formula, charge and spin   124.4 kcal per mole
Highest occupied orbital energy   -5.54 eV
Orbital gap   7.8575 eV
Total charge   -1
E   -2531.9549 a.u.